Entry 1:
This record from OMol25 describes a 7-piece molecular cluster, C47H100BF10N6O4S2 overall. The level of theory is wB97M-V/def2-TZVPD.

Output
- spin multiplicity = 1
- energy above the lowest of the compared OMol25 structures with the same formula, charge and spin (kcal per mole) = 69.4
- maximum force (hartree/bohr) = 0.10814
- HOMO energy (eV) = -10.71
- calculated total energy (hartree) = -4299.2114
- gap between HOMO and LUMO (eV) = 5.46
- net charge = +3

Cartesian coordinates (Å):
C: 7.985 -8.588 -4.626
F: 7.947 -8.014 -3.405
F: 9.204 -8.176 -5.178
F: 7.964 -9.944 -4.685
S: 6.519 -7.901 -5.667
O: 6.704 -8.394 -7.056
O: 5.261 -8.515 -5.171
N: 6.739 -6.187 -5.629
S: 5.809 -5.770 -4.453
O: 4.446 -5.566 -4.982
O: 5.874 -6.494 -3.117
C: 6.260 -3.988 -4.054
F: 7.487 -3.929 -3.528
F: 6.219 -3.111 -5.083
F: 5.415 -3.476 -3.181
C: -0.229 -6.105 -0.461
C: -0.365 -7.611 -0.166
C: -1.443 -8.240 0.762
N: -1.032 -9.558 1.556
C: -0.069 -10.480 0.663
C: 0.177 -11.921 1.334
C: -1.117 -12.604 1.612
C: -1.931 -11.743 2.563
C: -2.299 -10.360 2.003
C: -0.203 -9.107 2.811
H: 0.300 -5.906 -1.393
H: 0.363 -5.689 0.354
H: -1.169 -5.561 -0.563
H: 0.618 -8.007 0.087
H: -0.425 -8.098 -1.140
H: -2.249 -8.487 0.071
H: -1.854 -7.439 1.376
H: -0.711 -10.636 -0.204
H: 0.884 -10.024 0.395
H: 0.596 -12.532 0.535
H: 0.822 -12.004 2.208
H: -1.688 -12.780 0.700
H: -0.937 -13.578 2.068
H: -2.902 -12.159 2.835
H: -1.429 -11.591 3.518
H: -3.014 -10.375 1.181
H: -2.763 -9.679 2.716
H: 0.524 -8.389 2.430
H: 0.267 -9.904 3.387
H: -0.912 -8.413 3.265
C: -7.718 3.193 0.592
C: -6.345 3.308 1.411
C: -6.334 2.181 2.560
N: -4.965 2.069 3.232
C: -5.120 1.711 4.719
C: -5.573 0.257 4.974
C: -4.670 -0.771 4.250
C: -4.453 -0.432 2.715
C: -4.065 1.031 2.509
C: -4.187 3.426 3.281
H: -8.590 2.954 1.201
H: -7.525 2.537 -0.258
H: -7.985 4.134 0.111
H: -6.353 4.323 1.807
H: -5.493 3.055 0.780
H: -6.695 1.242 2.139
H: -7.109 2.541 3.237
H: -5.782 2.435 5.194
H: -4.169 1.865 5.228
H: -6.609 -0.044 4.817
H: -5.498 0.099 6.050
H: -5.116 -1.763 4.332
H: -3.648 -0.880 4.610
H: -5.407 -0.550 2.202
H: -3.839 -1.128 2.143
H: -4.174 1.400 1.489
H: -3.057 1.205 2.886
H: -3.448 3.360 4.079
H: -4.814 4.318 3.270
H: -3.669 3.463 2.323
C: -1.098 8.042 -1.105
C: -0.104 8.751 -0.141
C: 1.433 8.404 -0.346
N: 2.511 9.301 0.389
C: 2.480 8.882 1.964
C: 3.018 7.481 2.313
C: 4.466 7.360 1.710
C: 4.395 7.613 0.205
C: 3.953 9.038 -0.172
C: 2.143 10.770 0.176
H: -2.116 8.320 -0.834
H: -1.063 6.964 -0.942
H: -0.833 8.378 -2.108
H: -0.460 8.619 0.881
H: -0.227 9.822 -0.305
H: 1.646 8.396 -1.415
H: 1.642 7.381 -0.033
H: 1.453 8.798 2.318
H: 2.795 9.753 2.539
H: 2.428 6.733 1.783
H: 2.970 7.341 3.393
H: 5.002 6.416 1.814
H: 5.178 8.063 2.143
H: 3.738 6.943 -0.349
H: 5.376 7.284 -0.140
H: 3.901 9.215 -1.246
H: 4.663 9.691 0.335
H: 2.469 10.951 -0.849
H: 2.833 11.332 0.805
H: 1.154 11.095 0.498
C: 1.712 2.193 7.169
C: 2.172 1.209 6.083
C: 3.457 0.263 6.321
N: 3.939 -0.622 5.133
C: 4.796 -1.834 5.555
C: 5.499 -2.605 4.366
C: 6.041 -1.746 3.182
C: 5.152 -0.506 2.834
C: 4.796 0.232 4.141
C: 2.718 -1.223 4.416
H: 1.524 1.720 8.133
H: 0.834 2.759 6.857
H: 2.497 2.845 7.550
H: 2.319 1.753 5.150
H: 1.337 0.579 5.775
H: 3.262 -0.340 7.208
H: 4.315 0.878 6.594
H: 5.592 -1.404 6.163
H: 4.257 -2.451 6.274
H: 6.301 -3.263 4.702
H: 4.728 -3.293 4.020
H: 6.983 -1.366 3.578
H: 6.236 -2.374 2.312
H: 5.646 0.104 2.078
H: 4.165 -0.757 2.445
H: 5.653 0.398 4.793
H: 4.134 1.098 4.095
H: 1.925 -1.232 5.165
H: 2.977 -2.248 4.152
H: 2.434 -0.680 3.514
C: -6.687 3.613 -9.154
C: -5.686 3.515 -7.926
C: -4.230 3.377 -8.362
N: -3.271 2.851 -7.205
C: -1.851 3.029 -7.827
C: -0.800 2.710 -6.750
C: -0.886 1.200 -6.139
C: -2.351 0.855 -5.782
C: -3.467 1.386 -6.793
C: -3.410 3.765 -6.003
H: -7.717 3.785 -8.840
H: -6.810 2.702 -9.739
H: -6.391 4.460 -9.774
H: -5.970 2.759 -7.194
H: -5.825 4.390 -7.291
H: -3.863 4.377 -8.592
H: -4.162 2.643 -9.165
H: -1.762 2.467 -8.757
H: -1.810 4.108 -7.981
H: 0.211 2.944 -7.082
H: -0.868 3.486 -5.987
H: -0.556 0.439 -6.847
H: -0.191 1.214 -5.299
H: -2.421 -0.207 -5.547
H: -2.594 1.273 -4.805
H: -3.385 0.814 -7.718
H: -4.476 1.392 -6.383
H: -3.145 4.787 -6.274
H: -2.951 3.421 -5.076
H: -4.438 3.911 -5.670
B: 1.067 1.929 -0.306
F: 1.666 2.733 -1.320
F: 1.312 0.628 -0.564
F: 1.541 2.318 0.917
F: -0.202 2.188 -0.377

Entry 2:
This record from OMol25 describes a 14-piece molecular cluster, C47H100O25 overall. The level of theory is wB97M-V/def2-TZVPD.

Output
- spin multiplicity = 1
- maximum force (hartree/bohr) = 0.06403
- HOMO energy (eV) = -9.77
- calculated total energy (hartree) = -3731.8013
- gap between HOMO and LUMO (eV) = 10.24

Cartesian coordinates (Å):
O: 5.492 4.065 1.150
C: 6.083 5.079 0.945
O: 6.388 5.893 1.929
C: 5.910 5.522 3.275
C: 4.539 5.988 3.543
C: 6.453 5.623 -0.456
H: 6.626 5.890 3.991
H: 5.891 4.466 3.325
H: 3.644 5.310 3.512
H: 4.261 6.771 2.828
H: 4.478 6.502 4.502
H: 7.236 4.921 -0.855
H: 6.974 6.652 -0.421
H: 5.493 5.641 -1.009
O: -1.736 -4.032 -1.350
C: -1.297 -4.937 -2.024
O: -0.384 -5.784 -1.590
C: 0.147 -5.563 -0.277
C: 0.897 -6.823 0.175
C: -1.677 -5.226 -3.456
H: -0.659 -5.283 0.441
H: 0.788 -4.670 -0.233
H: 0.319 -7.725 0.023
H: 1.150 -6.814 1.201
H: 1.845 -6.930 -0.319
H: -1.998 -4.310 -3.896
H: -2.536 -5.901 -3.398
H: -0.906 -5.610 -4.115
O: 2.025 -4.900 -4.055
C: 2.447 -5.766 -3.368
O: 3.143 -5.551 -2.250
C: 3.214 -4.144 -1.816
C: 4.166 -3.373 -2.744
C: 2.347 -7.194 -3.630
H: 3.528 -4.302 -0.804
H: 2.273 -3.679 -1.807
H: 5.197 -3.777 -2.697
H: 4.178 -2.303 -2.425
H: 3.840 -3.527 -3.752
H: 3.130 -7.608 -4.316
H: 1.443 -7.487 -4.093
H: 2.415 -7.840 -2.724
O: 3.265 -1.631 0.599
C: 4.104 -0.929 1.144
O: 5.374 -1.275 1.409
C: 5.815 -2.614 1.040
C: 5.309 -3.589 2.055
C: 3.847 0.417 1.716
H: 6.927 -2.650 1.124
H: 5.477 -2.881 0.035
H: 4.270 -3.640 2.112
H: 5.746 -3.408 3.059
H: 5.576 -4.567 1.727
H: 2.760 0.621 1.618
H: 4.311 1.253 1.194
H: 4.237 0.384 2.749
O: -3.087 -3.371 -6.678
C: -3.969 -2.890 -7.307
O: -4.252 -1.559 -7.346
C: -3.229 -0.611 -6.913
C: -2.115 -0.327 -7.902
C: -4.889 -3.652 -8.207
H: -2.805 -0.970 -5.975
H: -3.820 0.282 -6.694
H: -1.533 -1.200 -8.115
H: -1.429 0.420 -7.428
H: -2.530 0.142 -8.814
H: -4.975 -3.389 -9.282
H: -5.906 -3.659 -7.808
H: -4.594 -4.740 -8.144
O: 6.493 -0.321 -2.507
C: 6.322 0.537 -3.322
O: 5.193 1.226 -3.366
C: 4.387 1.214 -2.210
C: 4.209 2.627 -1.657
C: 7.384 0.939 -4.354
H: 4.678 0.531 -1.496
H: 3.393 0.958 -2.528
H: 3.728 2.503 -0.706
H: 3.696 3.169 -2.443
H: 5.243 3.041 -1.488
H: 7.002 0.638 -5.327
H: 8.287 0.422 -4.152
H: 7.479 2.010 -4.339
O: -4.360 -1.662 3.175
C: -4.100 -0.845 2.323
O: -3.622 -1.231 1.105
C: -3.600 -2.644 0.751
C: -4.941 -3.174 0.282
C: -3.938 0.649 2.509
H: -3.279 -3.169 1.705
H: -2.763 -2.672 0.067
H: -5.410 -2.526 -0.488
H: -5.744 -3.320 1.017
H: -4.781 -4.082 -0.188
H: -4.356 1.283 1.721
H: -2.883 0.821 2.730
H: -4.371 0.964 3.454
O: -1.888 1.908 -4.128
C: -2.793 1.669 -3.363
O: -3.192 2.686 -2.552
C: -2.312 3.848 -2.491
C: -2.861 4.669 -1.412
C: -3.388 0.344 -3.088
H: -2.350 4.321 -3.428
H: -1.281 3.434 -2.303
H: -3.048 4.104 -0.518
H: -3.739 5.226 -1.801
H: -2.022 5.388 -1.188
H: -2.971 -0.399 -3.771
H: -4.419 0.220 -3.180
H: -3.086 0.001 -2.069
O: -6.477 4.158 4.121
C: -6.260 3.692 3.007
O: -6.467 2.396 2.691
C: -7.184 1.633 3.743
C: -7.797 0.430 3.009
C: -5.759 4.464 1.785
H: -7.899 2.252 4.200
H: -6.517 1.422 4.570
H: -8.629 -0.087 3.575
H: -7.036 -0.338 2.811
H: -8.268 0.671 2.070
H: -5.357 5.422 2.084
H: -6.724 4.715 1.257
H: -5.146 3.857 1.143
O: 0.922 -5.359 3.291
C: -0.029 -4.604 3.239
O: 0.109 -3.305 3.149
C: 1.497 -2.805 3.139
C: 1.992 -2.756 4.570
C: -1.448 -5.024 3.253
H: 1.419 -1.876 2.651
H: 2.058 -3.476 2.506
H: 1.952 -3.728 5.029
H: 1.388 -2.175 5.241
H: 3.033 -2.349 4.517
H: -1.631 -6.118 3.489
H: -1.917 -4.884 2.311
H: -2.107 -4.585 3.969
O: -0.728 1.665 -0.349
C: -0.466 0.839 0.443
O: 0.145 1.005 1.611
C: 0.230 2.339 2.133
C: 0.591 2.131 3.631
C: -0.693 -0.617 0.318
H: -0.711 2.920 1.896
H: 1.083 2.774 1.680
H: 1.524 1.611 3.776
H: -0.201 1.606 4.005
H: 0.692 3.056 4.245
H: 0.264 -1.201 0.400
H: -1.204 -0.953 -0.561
H: -1.332 -0.881 1.205
C: -2.504 2.562 5.882
O: -2.575 2.994 4.518
H: -3.324 3.048 6.447
H: -2.437 1.442 5.975
H: -1.616 2.938 6.448
H: -2.875 3.947 4.603
C: 1.940 6.142 0.450
O: 1.254 4.869 0.358
H: 2.675 5.969 1.173
H: 2.422 6.371 -0.471
H: 1.316 6.933 0.808
H: 0.684 4.810 -0.416
C: -3.218 6.471 3.585
O: -3.774 5.515 4.471
H: -2.891 6.064 2.628
H: -3.757 7.407 3.588
H: -2.197 6.756 3.999
H: -4.684 5.292 4.196